(1)
{
  "formula": "C5H6O",
  "method": "ωB97M-V/def2-TZVPD",
  "molar_mass_g_mol": 82.10,
  "homo_ev": -9.219,
  "total_energy_ha": -269.1825,
  "total_charge": 0,
  "relative_energy_kj_mol": 429.84,
  "lumo_energy_ev": 0.27,
  "elements": ["C", "C", "C", "C", "C", "O", "H", "H", "H", "H", "H", "H"],
  "positions_angstrom": [[-0.046, -1.734, 0.278], [0.764, 0.507, -0.576], [0.501, -0.453, 0.027], [1.110, 1.842, -0.927], [-1.277, -1.061, 0.797], [-0.121, -2.954, 0.166], [1.090, 2.023, -1.968], [0.399, 2.420, -0.341], [2.134, 1.931, -0.652], [-1.285, -1.107, 1.900], [-2.294, -1.456, 0.453], [-0.975, 0.043, 0.842]],
  "atomic_forces_ev_per_a": [[-4.5, -1.0, 1.0], [1.6, 3.2, -1.9], [3.6, -5.4, -0.4], [-0.5, -0.2, 0.5], [-2.7, 1.2, 2.7], [2.6, 1.4, -0.6], [-0.5, 0.4, -1.1], [0.4, 1.0, -0.3], [0.8, 0.7, 0.6], [0.0, -1.0, 0.0], [1.5, 0.9, 0.1], [-2.3, -1.1, -0.7]],
  "mulliken_charge": [0.44, 0.07, 0.31, -1.22, -0.65, -0.56, 0.36, 0.26, 0.29, 0.27, 0.30, 0.15]
}

(2)
{
  "formula": "C2H13N2O2",
  "method": "ωB97M-V/def2-TZVPD",
  "molar_mass_g_mol": 97.14,
  "homo_ev": -13.483,
  "total_energy_ha": -343.7307,
  "total_charge": 1,
  "relative_energy_kj_mol": 120.06,
  "lumo_energy_ev": -3.32,
  "elements": ["N", "C", "C", "N", "H", "H", "H", "H", "H", "H", "H", "H", "H", "H", "H", "O", "H", "H", "O"],
  "positions_angstrom": [[1.277, -0.029, -0.031], [0.730, 0.156, -1.385], [-0.771, 0.540, -1.429], [-0.935, 1.923, -1.800], [0.892, -0.740, 0.602], [2.264, -0.318, -0.112], [1.426, 0.871, 0.437], [1.269, 1.020, -1.800], [0.854, -0.755, -1.981], [-1.304, -0.216, -2.020], [-1.157, 0.431, -0.391], [-0.707, 2.115, -2.764], [-1.870, 2.233, -1.595], [1.072, -0.842, 3.405], [0.349, 0.484, 3.429], [0.753, -0.142, 2.830], [-1.800, -2.929, 1.681], [-1.177, -1.581, 1.118], [-1.166, -2.224, 1.807]],
  "atomic_forces_ev_per_a": [[2.1, -0.1, 0.4], [-1.1, 0.4, -1.3], [0.2, -0.5, 1.3], [0.2, -0.1, 0.4], [-0.6, 0.5, 0.1], [-0.2, -0.2, -0.2], [-0.9, -0.2, 0.4], [0.1, -0.6, -0.1], [0.5, 0.2, 0.3], [0.0, 0.2, -0.1], [0.0, 0.1, -0.5], [-0.2, 0.0, -0.2], [-0.1, 0.2, -0.2], [0.0, -0.2, 0.0], [-0.2, 0.3, 0.2], [0.3, 0.0, -0.4], [-0.3, 0.1, -0.5], [-0.8, 0.3, -0.8], [0.9, -0.4, 1.2]],
  "mulliken_charge": [-0.27, -0.55, -0.28, -0.63, 0.22, 0.38, 0.37, 0.37, 0.30, 0.35, 0.24, 0.22, 0.23, 0.30, 0.30, -0.57, 0.30, 0.31, -0.60]
}

(3)
{
  "formula": "C4H6N2O",
  "method": "ωB97M-V/def2-TZVPD",
  "smiles": "O=C/N=C/N1CC1",
  "molar_mass_g_mol": 98.11,
  "homo_ev": -9.979,
  "total_energy_ha": -340.6732,
  "total_charge": 0,
  "relative_energy_kj_mol": 319.49,
  "lumo_energy_ev": -0.06,
  "elements": ["O", "C", "N", "C", "N", "C", "C", "H", "H", "H", "H", "H", "H"],
  "positions_angstrom": [[2.980, 0.810, 0.066], [2.738, -0.378, -0.019], [1.546, -0.946, -0.226], [0.460, -0.236, -0.204], [-0.782, -0.698, -0.222], [-1.783, 0.394, -0.628], [-1.625, -0.027, 0.749], [3.505, -1.149, 0.029], [0.586, 0.893, -0.194], [-2.730, 0.072, -1.235], [-1.351, 1.399, -0.845], [-1.241, 0.600, 1.525], [-2.303, -0.735, 1.203]],
  "atomic_forces_ev_per_a": [[0.1, -0.4, 0.1], [1.8, 1.8, -0.2], [-4.6, -1.5, 0.0], [4.8, 2.3, -0.3], [-2.4, -0.7, -1.3], [-1.2, 0.0, -0.8], [-1.3, -0.8, 1.3], [0.6, 0.1, 0.2], [-0.1, -0.9, 0.2], [2.3, 0.5, 1.1], [-0.4, -1.0, -0.1], [0.7, 0.6, 0.0], [-0.4, 0.0, -0.2]],
  "mulliken_charge": [-0.52, 0.18, -0.54, 0.12, -0.35, -0.29, -0.22, 0.38, 0.30, 0.23, 0.24, 0.25, 0.22]
}

(4)
{
  "formula": "C17H15N2ORhS6",
  "method": "ωB97M-V/def2-TZVPD",
  "molar_mass_g_mol": 558.63,
  "homo_ev": [-7.439, -7.450],
  "total_energy_ha": -3341.0851,
  "total_charge": 0,
  "relative_energy_kj_mol": 7.05,
  "lumo_energy_ev": [-0.23, -0.23],
  "elements": ["Rh", "N", "S", "C", "C", "C", "C", "C", "C", "C", "C", "C", "C", "C", "C", "H", "H", "H", "H", "H", "H", "H", "H", "H", "H", "H", "O", "N", "C", "H", "C", "S", "C", "C", "S", "S", "C", "S", "S", "H", "H", "H"],
  "positions_angstrom": [[-0.154, -0.610, 0.201], [-0.764, 1.373, 0.662], [0.104, 2.695, 0.443], [-1.039, 4.068, 0.374], [-0.544, 5.365, 0.451], [-1.415, 6.423, 0.266], [-2.761, 6.185, 0.008], [-3.237, 4.886, -0.070], [-2.371, 3.813, 0.107], [0.984, 3.105, 1.938], [0.324, 3.360, 3.134], [1.071, 3.615, 4.269], [2.461, 3.620, 4.201], [3.109, 3.371, 3.002], [2.367, 3.106, 1.857], [-1.409, 1.467, 1.441], [0.508, 5.545, 0.635], [-1.042, 7.437, 0.315], [-3.436, 7.017, -0.140], [-4.281, 4.701, -0.283], [-2.718, 2.792, 0.011], [-0.759, 3.369, 3.173], [0.574, 3.813, 5.209], [3.040, 3.822, 5.092], [4.189, 3.377, 2.953], [2.854, 2.904, 0.910], [0.411, -1.900, 1.213], [-2.618, -2.310, -0.395], [-1.680, -1.671, -0.163], [-3.410, -2.885, -0.571], [-1.911, 1.022, -4.478], [-2.021, 1.869, -2.882], [-0.348, 2.362, -2.675], [0.690, 1.558, -2.352], [0.663, -0.151, -2.018], [2.240, 2.362, -2.266], [1.694, 3.991, -2.481], [2.654, 5.313, -2.309], [0.017, 4.060, -2.887], [-2.917, 0.676, -4.712], [-1.238, 0.172, -4.397], [-1.577, 1.711, -5.250]],
  "atomic_forces_ev_per_a": [[0.3, -0.1, 0.0], [-0.1, 0.1, -0.2], [0.0, 0.0, 0.1], [0.0, 0.0, 0.0], [0.0, 0.0, 0.0], [0.0, 0.0, 0.0], [0.0, 0.0, 0.0], [0.0, 0.0, 0.0], [0.0, 0.0, 0.0], [0.0, 0.0, 0.0], [0.0, 0.0, 0.0], [0.0, 0.0, 0.0], [0.0, 0.0, 0.0], [0.0, 0.0, 0.0], [0.0, 0.0, 0.0], [0.0, -0.1, 0.0], [0.0, 0.0, 0.0], [0.0, 0.0, 0.0], [0.0, 0.0, 0.0], [0.0, 0.0, 0.0], [0.0, 0.0, 0.0], [0.0, 0.0, 0.0], [0.0, 0.0, 0.0], [0.0, 0.0, 0.0], [0.0, 0.0, 0.0], [0.0, 0.0, 0.0], [0.0, 0.0, 0.0], [0.0, 0.0, 0.0], [-0.1, 0.1, 0.0], [0.0, 0.0, 0.0], [0.0, 0.0, 0.0], [0.0, 0.0, 0.1], [0.0, -0.1, -0.1], [0.0, 0.0, -0.1], [-0.3, 0.0, 0.2], [0.0, 0.0, 0.1], [0.0, 0.0, 0.0], [0.0, 0.0, 0.0], [0.0, 0.0, 0.0], [0.0, 0.0, 0.0], [0.0, 0.0, 0.0], [0.0, 0.0, 0.0]],
  "mulliken_charge": [0.33, -0.45, 0.60, 0.36, -0.43, -0.66, -0.47, -0.73, -0.28, 0.20, -0.26, -0.81, -0.39, -0.67, 0.04, 0.11, 0.48, 0.42, 0.40, 0.41, 0.39, 0.35, 0.39, 0.39, 0.40, 0.37, -0.88, -0.26, 0.54, 0.33, -0.88, 0.10, -0.08, 0.22, -0.25, -0.09, 0.11, -0.21, -0.03, 0.34, 0.26, 0.29]
}

(5)
{
  "formula": "CH3BrO3S",
  "method": "ωB97M-V/def2-TZVPD",
  "smiles": "COS(=O)(=O)Br",
  "molar_mass_g_mol": 175.00,
  "homo_ev": -11.032,
  "total_energy_ha": -3237.7404,
  "total_charge": 0,
  "relative_energy_kj_mol": 131.57,
  "lumo_energy_ev": -0.27,
  "elements": ["C", "O", "S", "O", "O", "Br", "H", "H", "H"],
  "positions_angstrom": [[1.202, 0.422, -0.123], [0.287, -0.415, -0.804], [-1.024, -0.653, 0.038], [-1.920, -1.495, -0.655], [-0.748, -1.086, 1.571], [-1.818, 1.298, 0.111], [0.807, 0.412, 0.969], [1.058, 1.501, -0.614], [2.157, 0.017, -0.493]],
  "atomic_forces_ev_per_a": [[-0.4, 2.8, -0.3], [-1.8, -1.3, -0.1], [0.6, -3.5, 6.5], [0.2, 0.0, -0.8], [-0.5, 2.2, -6.6], [-0.6, 1.4, 0.1], [2.1, 0.2, -1.5], [0.5, -2.1, 1.3], [0.0, 0.4, 1.3]],
  "mulliken_charge": [-0.63, -0.19, 0.91, -0.47, -0.52, 0.00, 0.41, 0.26, 0.23]
}

(6)
{
  "formula": "C9H14",
  "method": "ωB97M-V/def2-TZVPD",
  "molar_mass_g_mol": 122.21,
  "multiplicity": 2,
  "homo_ev": [-14.108, -14.108],
  "total_energy_ha": -350.9966,
  "total_charge": 1,
  "relative_energy_kj_mol": 32.60,
  "lumo_energy_ev": [-4.47, -8.21],
  "elements": ["C", "C", "C", "C", "C", "C", "C", "H", "H", "H", "H", "H", "H", "H", "H", "C", "C", "H", "H", "H", "H", "H", "H"],
  "positions_angstrom": [[1.109, 2.418, 1.349], [1.851, 0.217, -1.658], [2.042, 1.039, -0.593], [0.525, -0.143, -2.006], [0.941, 1.507, 0.191], [-0.593, 0.432, -1.320], [-0.395, 1.169, -0.203], [2.608, -0.227, -2.277], [3.031, 1.330, -0.334], [0.265, -0.839, -2.794], [-1.580, 0.232, -1.712], [0.544, 2.011, 2.181], [0.690, 3.373, 1.010], [-1.232, 1.636, 0.297], [2.131, 2.535, 1.703], [-1.835, -3.202, 2.031], [-2.590, -2.364, 0.997], [-1.400, -4.105, 1.590], [-1.067, -2.596, 2.497], [-2.547, -3.680, 2.707], [-2.749, -1.324, 1.253], [-3.589, -2.784, 0.831], [-2.171, -2.440, -0.012]],
  "atomic_forces_ev_per_a": [[0.4, -0.6, -0.4], [-0.9, -0.6, -0.4], [-0.1, -0.2, -0.1], [-0.8, 0.5, 0.4], [-0.1, 0.1, 0.1], [0.2, -0.5, -0.2], [0.1, 0.5, -0.4], [0.6, 0.2, 0.2], [0.6, 0.2, 0.3], [0.5, 0.0, -0.1], [-0.1, 0.0, 0.2], [-0.5, 0.2, 0.2], [-0.1, 0.1, 0.4], [0.0, -0.1, 0.3], [0.1, 0.1, -0.4], [-0.5, -0.5, -0.6], [-0.8, -0.9, -0.8], [0.4, 0.4, -0.3], [0.1, -0.3, 0.5], [0.2, 0.7, 0.6], [0.2, 0.2, 0.2], [0.0, 0.1, 0.2], [0.4, 0.3, 0.1]],
  "mulliken_charge": [-1.32, -0.57, -0.40, -0.24, 0.87, -0.43, -0.24, 0.43, 0.43, 0.41, 0.45, 0.38, 0.37, 0.46, 0.40, -0.84, -0.72, 0.29, 0.26, 0.27, 0.24, 0.32, 0.19]
}